Entry 1:
C6H7ClN2OS in the gas phase in a non-equilibrium geometry, computed with wB97M-V/def2-TZVPD.

XYZ file:
```
18
Properties=species:S:1:pos:R:3:forces:R:3:nbo_charge:R:1
Cl 2.3154 -3.2419 0.2562 -0.2048 0.5880 0.1265 -0.149
S 2.0179 -1.3576 1.0107 -2.3787 -0.5993 0.4507 0.136
C 0.0007 -1.0532 0.4906 0.9631 0.6461 -0.6581 0.137
C -1.2912 -1.8696 0.4769 -0.5487 0.0086 1.6438 0.072
N -2.3401 -1.1561 0.7486 2.0237 -2.1998 -0.0215 -0.223
N -1.8993 0.0897 1.1347 -0.3769 2.6052 0.6944 -0.258
C -0.6397 0.2753 1.0833 -0.7535 -2.8704 -1.2359 0.215
C -0.0510 1.5502 0.7883 1.2255 0.8135 0.5577 -0.452
C 0.0638 1.5762 -0.7404 -2.1092 -0.5628 -0.3783 -0.416
C 0.7315 0.3344 -1.3191 0.5742 -0.8267 0.2803 -0.096
O 0.1705 -0.9644 -0.8987 -0.1263 1.8504 0.3865 -0.516
H -1.3791 -2.9161 0.2952 0.1013 -0.4598 -0.5171 0.217
H -0.6455 2.4142 1.1160 0.2274 -0.4249 0.1636 0.253
H 0.9930 1.5813 1.1832 -0.6797 0.3165 -0.0719 0.214
H -0.9795 1.7535 -1.2600 1.9360 -0.4541 1.2172 0.222
H 0.6379 2.4527 -0.8486 0.9296 0.9443 -1.1485 0.231
H 0.4454 0.2691 -2.3321 0.3743 0.2675 -1.4287 0.211
H 1.8494 0.2621 -1.1847 -1.1774 0.3576 -0.0607 0.204
```
Forces are in eV/Å.

For the gap between HOMO and LUMO, the calculation gives 8.8 eV. The lowest unoccupied orbital energy comes out at -0.62 eV. The SMILES is ClS[C@@]12C=NN=C1CCCO2. Its spin multiplicity is 1.

Entry 2:
An isolated ion of composition C6H7ClN3 and charge +1 in a non-equilibrium geometry, computed with wB97M-V/def2-TZVPD.

XYZ file:
```
17
Properties=species:S:1:pos:R:3:forces:R:3:nbo_charge:R:1
Cl 1.0557 -3.6655 -0.3233 0.0107 1.2135 0.4898 0.166
C 0.5813 -2.0100 -0.3300 0.6480 1.4512 3.4283 0.465
N 0.8678 -1.1256 0.7489 -0.3416 -2.9635 -2.6793 -0.371
N 0.3181 0.1492 0.7851 0.2940 -2.0492 -0.3078 -0.148
C 0.3603 1.0490 1.7831 0.5606 2.8287 1.5906 -0.087
C -0.2458 2.2018 1.2770 -0.2449 1.1140 1.9104 -0.253
C -0.7785 1.8677 0.0476 -0.0167 -0.9849 -0.7747 -0.235
C -0.4291 0.5685 -0.2709 0.6272 1.1936 -0.9496 0.045
C -0.4021 -0.1924 -1.5790 -3.6808 -0.9491 1.4469 -0.238
N -0.1434 -1.5932 -1.3062 0.6532 -2.1176 -2.5202 -0.507
H 1.3671 -1.4906 1.5390 0.0988 0.1220 0.3024 0.449
H 0.7941 1.0576 2.8103 -0.1296 -1.0324 -1.2980 0.263
H -0.3795 3.2454 1.7746 0.3470 -2.4359 -0.7470 0.265
H -1.4048 2.4797 -0.5147 -0.6842 0.9190 -1.0721 0.239
H -1.4742 -0.3457 -1.8771 0.7848 1.2650 -0.3534 0.247
H 0.1865 0.0689 -2.4165 0.8284 1.0149 -0.5816 0.238
H -0.2736 -2.2649 -2.1479 0.2451 1.4106 2.1152 0.461
```
Forces are in eV/Å.

As for the net charge: +1. For the gap between HOMO and LUMO, the calculation gives 8.4 eV. The lowest unoccupied orbital energy comes out at -4.06 eV. The SMILES is ClC1=[NH+]n2cccc2CN1. Its spin multiplicity is 1.

Entry 3:
A 2-piece molecular cluster, C6H7ClNO2P overall in a non-equilibrium geometry, computed with wB97M-V/def2-TZVPD.

XYZ file:
```
18
Properties=species:S:1:pos:R:3:forces:R:3:nbo_charge:R:1
C -1.8892 2.0018 -0.4148 0.2848 0.4198 0.2096 -0.196
C -0.8905 2.9055 -0.0623 0.9516 -0.4350 0.9716 -0.193
C -1.5718 0.6661 -0.7318 -3.8423 0.2521 0.4540 -0.198
C 0.3823 2.3585 0.1681 -2.1279 -1.8030 -1.5228 -0.213
C -0.3910 0.1162 -0.4674 1.8715 1.5223 -0.0652 -0.246
C 0.5819 1.0034 -0.0348 2.4447 -1.6306 -0.2214 -0.230
N 2.4204 -2.5004 -0.1989 2.8520 0.5752 0.9631 -0.305
O 2.7892 0.6747 1.4932 0.3331 -0.8001 0.6311 -0.984
O 1.9909 -3.5956 0.2414 -0.3463 0.3601 -0.0914 -0.323
P 2.3096 0.0361 0.2511 -1.0199 3.6782 0.0239 1.437
Cl 3.7897 0.7362 -1.2055 -0.9683 -0.7692 0.2293 -0.380
H -2.8998 2.3364 -0.3104 -0.5967 -0.0365 -0.6553 0.220
H -0.9205 3.9954 0.2087 -0.8775 -1.2487 -0.6130 0.232
H -2.3502 -0.0727 -0.9804 -0.0583 0.8595 -0.1617 0.217
H 1.1129 3.0464 0.2809 2.7225 1.5750 0.9534 0.223
H -0.2150 -0.8879 -0.7239 0.4043 -1.1706 0.0672 0.218
H 3.3770 -2.1394 0.1728 -1.7806 -1.0862 -0.7540 0.360
H 2.2356 -2.1993 -1.1474 -0.2468 -0.2623 -0.4184 0.360
```
Forces are in eV/Å.

For the gap between HOMO and LUMO (alpha / beta), the calculation gives 7.2 / 8.6 eV. The lowest unoccupied orbital energy (alpha / beta) comes out at -2.28 / -0.66 eV. Its spin multiplicity is 1.

Entry 4:
C6H7ClO in the gas phase in a non-equilibrium geometry, computed with wB97M-V/def2-TZVPD.

XYZ file:
```
15
Properties=species:S:1:pos:R:3:forces:R:3:nbo_charge:R:1
C -0.2861 -1.3707 -1.2352 -0.0415 -0.0892 -0.3865 -0.342
C 0.0471 -0.8402 -0.0697 0.0998 0.1941 0.5285 -0.076
C 0.7499 0.4386 0.1077 0.1588 0.4255 0.0085 -0.254
C 0.6584 1.5713 -0.5884 -0.2323 -0.5719 0.0149 -0.186
Cl -0.3886 1.8500 -1.9427 0.0241 -0.0665 0.0471 -0.017
C -0.2470 -1.5816 1.1945 0.4028 0.7124 0.1098 0.038
C -0.6219 -0.8867 2.4341 0.3831 -0.0665 -0.8085 -0.103
O 0.6842 -1.4175 2.2742 0.0366 -0.0843 -0.1074 -0.490
H -0.7588 -2.3440 -1.2762 -0.0243 0.0005 -0.0418 0.198
H -0.0841 -0.8622 -2.1681 -0.0377 -0.0904 0.0331 0.213
H 1.4300 0.4674 0.9635 -0.1414 0.0214 -0.2497 0.242
H 1.2342 2.4428 -0.3552 0.2061 0.2191 0.1620 0.216
H -0.5638 -2.5905 1.0505 -0.2839 -0.6013 -0.0166 0.192
H -0.6887 0.1836 2.4295 -0.0004 0.4684 -0.0192 0.184
H -1.2386 -1.3904 3.1294 -0.5500 -0.4714 0.7259 0.185
```
Forces are in eV/Å.

For the gap between HOMO and LUMO, the calculation gives 9.9 eV. The lowest unoccupied orbital energy comes out at 0.81 eV. The SMILES is C=C(/C=C\Cl)[C@@H]1CO1. Its spin multiplicity is 1.

Entry 5:
C6H7ClO2S in the gas phase in a non-equilibrium geometry, computed with wB97M-V/def2-TZVPD.

XYZ file:
```
17
Properties=species:S:1:pos:R:3:forces:R:3:nbo_charge:R:1
C 0.3695 0.1601 0.4053 1.3863 1.5627 -0.9153 -0.424
C 1.0174 1.5285 0.4639 -2.0044 2.0740 0.0919 -0.418
C 1.5196 -0.7930 0.2247 0.5351 -0.9668 -1.0990 0.486
C 2.7473 -0.0754 -0.1801 -1.2061 0.2216 0.7863 -0.507
C -2.6160 -0.2748 0.3076 -0.0737 0.5237 -3.3161 -0.257
C -0.5887 -0.0661 -0.7959 2.9504 -0.3730 -4.0443 -0.027
O 1.3548 -2.0127 0.2418 0.4960 0.9563 0.2165 -0.571
O -1.8420 0.4146 -0.7351 -2.1535 0.3917 0.9208 -0.526
S 2.5861 1.6206 0.0043 -0.2600 -1.9070 0.0787 0.714
Cl 4.2145 -0.8847 -0.3039 0.7503 -0.2131 -0.2268 0.076
H -0.2322 -0.1314 1.2174 -0.2669 -0.0555 1.5686 0.257
H 0.5017 2.5358 0.5492 0.4655 -1.6320 -0.0465 0.247
H -3.6368 0.0800 0.2487 0.0435 0.5365 0.3620 0.203
H -2.0637 -0.0262 1.1494 0.0249 -0.2614 2.2813 0.174
H -2.6723 -1.3085 -0.0066 0.3669 -0.5636 0.5851 0.187
H -0.5318 -1.1769 -0.9759 -0.3057 0.6959 0.3040 0.194
H -0.1275 0.4100 -1.8147 -0.7484 -0.9897 2.4529 0.193
```
Forces are in eV/Å.

For the gap between HOMO and LUMO (alpha / beta), the calculation gives 6.7 / 7.2 eV. The lowest unoccupied orbital energy (alpha / beta) comes out at -1.18 / -0.75 eV. Its spin multiplicity is 1.

Entry 6:
C6H7ClS in the gas phase in a non-equilibrium geometry, computed with wB97M-V/def2-TZVPD.

XYZ file:
```
15
Properties=species:S:1:pos:R:3:forces:R:3:nbo_charge:R:1
Cl -3.2118 -0.9515 -0.1895 0.6626 1.0095 -0.5726 -0.093
C -1.8642 0.1974 -0.7413 4.8051 -6.8789 3.2114 -0.316
C -0.8720 0.2486 0.5089 -1.6334 -0.1132 2.0749 -0.233
C 0.5238 0.6905 0.7068 2.4721 -1.1910 -1.2023 -0.281
C 1.3999 0.7056 -0.5171 2.5485 1.8925 0.2354 -0.236
C 1.9171 -0.4682 -0.9841 -3.4345 1.3975 3.4891 -0.326
S 1.2665 -1.8292 0.0038 0.0484 -0.1871 -1.3368 0.290
C 0.1839 -0.7933 0.9007 -1.4927 -0.0168 3.6368 -0.410
H -2.2038 1.0894 -0.9703 -1.7796 4.0233 -1.7228 0.204
H -1.1831 -0.4636 -1.4167 -1.8219 1.7514 0.1877 0.244
H -1.2688 0.5043 1.5446 -0.8887 -0.4526 -1.8085 0.230
H 1.0016 1.1190 1.6022 -1.0286 0.7854 -0.5330 0.236
H 1.8862 1.7716 -0.6757 -1.0891 -2.3733 -0.5650 0.225
H 2.4602 -0.6694 -1.8228 1.6405 -0.3281 -1.9420 0.222
H -0.0356 -1.1510 2.0505 0.9914 0.6815 -3.1524 0.245
```
Forces are in eV/Å.

For the gap between HOMO and LUMO, the calculation gives 8.9 eV. The lowest unoccupied orbital energy comes out at 0.73 eV. The SMILES is ClC[C@@H]1[C@@H]2C=CS[C@@H]21. Its spin multiplicity is 1.

Entry 7:
C6H7ClS in the gas phase in a non-equilibrium geometry, computed with wB97M-V/def2-TZVPD.

XYZ file:
```
15
Properties=species:S:1:pos:R:3:forces:R:3:nbo_charge:R:1
C 2.3074 -0.5213 1.9753 0.4749 0.5709 1.1668 -0.700
C 1.3220 0.0841 0.9039 2.3341 -2.2641 3.3044 0.035
C 0.5181 0.0846 0.0229 -1.0775 1.4260 -0.6349 -0.050
C -0.5088 0.4034 -0.9602 1.4146 0.4409 -3.2509 -0.423
C -1.3864 1.5734 -0.6758 -1.5237 -0.1892 3.4781 -0.250
S -1.9927 2.6344 -1.7116 0.3108 -0.2309 0.1448 0.119
C -1.4493 -0.8201 -1.1927 -2.0884 1.1871 0.6036 -0.368
Cl -0.5871 -2.3963 -1.2602 -0.4563 0.6512 0.3146 -0.029
H 2.0761 -1.7132 2.1431 0.7102 3.2153 -0.6942 0.255
H 2.2728 0.0062 3.1818 -0.1499 -1.4130 -4.0298 0.242
H 3.4068 -0.3032 1.5463 -2.4751 -0.8635 1.2212 0.247
H -0.0191 0.8340 -1.9647 -0.6111 -1.7891 1.7380 0.252
H -1.7436 1.5303 0.4638 0.6405 0.4787 -2.2784 0.201
H -1.9268 -0.6931 -2.2214 0.2556 -0.1859 1.7116 0.240
H -2.2892 -0.7032 -0.2505 2.2413 -1.0342 -2.7950 0.228
```
Forces are in eV/Å.

For the gap between HOMO and LUMO, the calculation gives 8.5 eV. The lowest unoccupied orbital energy comes out at -0.61 eV. The SMILES is CC#C[C@H](C=S)CCl. Its spin multiplicity is 1.

Entry 8:
C6H7FS in the gas phase in a non-equilibrium geometry, computed with wB97M-V/def2-TZVPD.

XYZ file:
```
15
Properties=species:S:1:pos:R:3:forces:R:3:nbo_charge:R:1
C -3.1338 -0.2294 0.0747 -1.1786 1.8437 0.2349 -0.639
C -1.9057 -0.9371 -0.0730 2.8279 -2.2231 -0.2268 -0.199
C -0.6437 -0.4764 0.0192 -2.0259 1.2823 -1.1074 -0.119
C 0.6442 -1.1988 -0.0443 0.6785 0.0161 0.8875 -0.518
C 1.7447 -0.1578 0.1060 -1.0887 -0.4607 -0.6267 0.395
F 2.9982 -0.6482 0.0276 -0.1680 0.5048 0.2409 -0.320
C 1.3627 1.1142 0.0017 0.5692 -0.4700 0.3308 -0.443
S -0.4093 1.3076 -0.0400 0.8934 -0.0259 0.2973 0.260
H -2.8792 0.8248 0.1973 -0.5436 0.2329 -0.1543 0.213
H -3.8430 -0.3608 -0.7512 0.1926 0.0488 0.1260 0.225
H -3.6231 -0.5180 1.0002 -0.2851 -0.1715 0.1237 0.226
H -2.0149 -2.0055 -0.2631 0.2172 -0.0899 0.2652 0.194
H 0.5819 -1.9461 0.7484 0.6443 -0.1205 0.0162 0.240
H 0.8534 -1.7016 -0.9769 -0.2353 -0.3256 -0.4529 0.238
H 2.0790 1.9321 -0.0687 -0.4977 -0.0414 0.0455 0.247
```
Forces are in eV/Å.

For the gap between HOMO and LUMO, the calculation gives 8.6 eV. The lowest unoccupied orbital energy comes out at 0.88 eV. The SMILES is C/C=C1/CC(F)=CS1. Its spin multiplicity is 1.